No. 1
{"formula": "C19H15BrLaN4O4S", "method": "ωB97M-V/def2-TZVPD", "e_above_lowest_ev": 1.1987, "homo_lumo_gap_ev": 7.62, "total_charge": 1, "e_homo_ev": -11.51, "largest_force_ev_per_a": 1.10, "e_tot_ha": -4256.58387, "symbols": ["C", "H", "C", "H", "C", "H", "H", "C", "C", "C", "N", "C", "C", "N", "S", "O", "H", "N", "H", "La", "C", "H", "C", "C", "C", "H", "C", "O", "H", "H", "H", "C", "C", "Br", "H", "O", "C", "C", "H", "C", "O", "N", "H", "C", "H"], "xyz": [[-0.7132, -0.4648, -3.3281], [-2.2362, -1.4831, -2.1823], [2.9235, 3.2039, 1.1759], [0.6021, -5.7704, 2.9706], [-1.3275, -0.8986, -2.1574], [-2.1392, -2.3180, -5.6893], [-1.5206, -6.1333, 4.1907], [2.4456, 3.9589, -1.1491], [1.5946, 4.3121, -2.1787], [-1.9834, -4.0469, 4.3119], [0.3132, 0.2409, -0.8585], [-0.4011, -2.5695, 3.3120], [0.4370, 0.3149, -3.2383], [-1.7668, -2.0193, -4.8020], [-1.2971, 0.3772, -5.8329], [4.1115, 3.1946, 1.0037], [1.8264, 1.2150, -1.8742], [-0.4928, -0.1191, 3.0639], [-2.2021, -1.9103, 4.3007], [1.0204, 1.0177, 1.5082], [-0.0144, -4.9282, 3.2540], [-1.5613, -2.7226, -4.1146], [0.9261, 0.6217, -1.9864], [-1.5979, -2.7490, 4.0063], [-1.2055, -5.1293, 3.9401], [-1.3559, 4.2935, -0.4988], [-0.2958, 4.1818, -0.6784], [-1.6254, 0.0320, 3.5242], [0.9261, 0.6702, -4.1334], [-2.9060, -4.2046, 4.8539], [3.5127, 3.8754, -1.3101], [-1.2931, -0.7646, -4.6788], [0.4008, -3.6485, 2.9373], [-0.9300, 4.8355, -3.3605], [0.1495, 3.7140, 1.3505], [1.2924, -1.1656, 2.3554], [0.5698, 3.8278, 0.3484], [0.2257, 4.4047, -1.9456], [-1.2696, -0.8052, -0.0140], [1.9435, 3.6945, 0.1297], [2.3143, 2.5991, 2.2030], [0.0807, -1.2743, 2.9611], [1.3301, -3.4659, 2.4224], [-0.7941, -0.5077, -0.9442], [1.9829, 4.5135, -3.1680]], "mulliken_charge": [0.868, 0.455, 0.569, 0.373, -0.689, 0.228, 0.399, -0.665, -0.414, -0.530, -0.492, 0.548, -0.540, -0.378, -0.290, -0.540, 0.560, -0.232, 0.452, 1.565, -0.526, 0.215, -0.531, -0.425, -0.492, 0.516, -0.539, -0.644, 0.448, 0.386, 0.507, 0.031, -0.431, -0.107, 0.974, -0.810, -0.568, -0.013, 0.441, 0.058, -0.703, 1.190, 0.440, -0.143, 0.477]}

---

No. 2
{"formula": "C22H22CoI2N6O3S", "method": "ωB97M-V/def2-TZVPD", "e_above_lowest_ev": 1.3948, "s2": 0.76, "homo_lumo_gap_ev": [7.21, 7.35], "total_charge": 0, "spin_multiplicity": 2, "e_homo_ev": [-7.03, -7.16], "largest_force_ev_per_a": 1.27, "e_tot_ha": -3782.17739, "symbols": ["C", "C", "H", "H", "C", "H", "C", "C", "S", "I", "N", "H", "C", "O", "C", "H", "N", "C", "H", "O", "H", "C", "H", "O", "C", "C", "H", "C", "C", "H", "H", "H", "H", "N", "C", "C", "C", "H", "C", "H", "H", "H", "N", "C", "C", "N", "I", "H", "H", "H", "C", "C", "Co", "H", "N", "H", "C"], "xyz": [[3.4505, -1.2070, 0.8136], [2.7840, 0.1827, -1.0094], [-2.9316, 3.1457, 0.1873], [0.3288, -3.8529, -1.5006], [0.1982, 5.6760, -0.4781], [-3.5637, 0.3543, 0.7115], [-1.6914, -2.6303, -3.2818], [3.6479, -0.5889, -1.8205], [1.8841, 1.5023, -1.6122], [-2.9009, -4.9505, 1.8139], [-0.9885, 0.1210, -2.4305], [-1.2516, -3.7058, -0.6842], [-2.1049, -3.0659, 2.2164], [0.8204, -2.5227, 0.8430], [-1.0171, -2.9384, 3.0691], [-1.3071, -3.5582, -3.7027], [-1.7149, 1.3878, 0.4336], [-0.4234, -3.1524, -1.1374], [5.0406, -2.1895, -1.9738], [1.9963, 0.4726, 1.2096], [-2.9059, 1.1771, 2.1229], [-0.9573, 4.9285, -0.3067], [-2.1276, 2.9233, 1.7427], [-0.3091, 0.6161, 2.6188], [-2.6422, -1.9464, 1.5933], [-0.6515, -0.9847, -1.7155], [-1.8682, 1.1635, -0.5444], [-0.4239, -1.6999, 3.2536], [4.2925, -1.9490, 0.0380], [0.1504, 6.6518, -0.9448], [-1.1056, -0.0049, -3.4233], [-1.9272, 5.2998, -0.6088], [3.2617, -1.3688, 1.8639], [2.7413, -0.1766, 0.2977], [1.4336, 3.8887, 0.4946], [4.3878, -1.6257, -1.3201], [-0.8824, -0.5574, 2.5815], [-3.5248, -2.0298, 0.9687], [-0.8422, 3.6833, 0.2917], [-2.7290, -2.7870, -2.9745], [-0.3290, 0.8715, -2.2152], [-1.6695, -1.8839, -4.0737], [-0.1165, -0.8811, -0.5162], [-2.0539, -0.7125, 1.7980], [-2.0040, 2.8138, 0.6634], [0.3287, 3.1667, 0.6491], [1.2370, -1.5386, 4.4942], [2.3329, 5.7187, -0.1594], [4.8421, -2.7652, 0.4812], [-0.6056, -3.8080, 3.5622], [1.4125, 5.1634, -0.0520], [0.1796, -2.1916, -0.1157], [0.2614, 0.9331, 0.7546], [2.3569, 3.4174, 0.8040], [-0.8570, -2.2356, -2.1737], [3.7004, -0.3074, -2.8623], [-2.6424, 0.5574, 1.2654]], "mulliken_charge": [-0.093, 0.586, 0.311, 0.344, -0.290, 0.414, -0.997, -0.849, -0.431, 0.073, -0.378, 0.166, -0.620, -0.501, -0.255, 0.325, 0.313, -0.399, 0.390, -0.684, 0.381, -0.995, 0.345, -0.940, -0.373, -0.131, 0.291, -0.395, -0.814, 0.400, 0.276, 0.413, 0.246, 0.516, -0.197, -0.135, 0.877, 0.427, 0.533, 0.314, -0.073, 0.339, 1.082, 0.687, -0.773, 0.022, 0.049, 0.416, 0.435, 0.378, -0.754, -0.339, 0.576, 0.462, 0.044, 0.426, -1.440]}

---

No. 3
{"formula": "C4H2EuO5", "method": "ωB97M-V/def2-TZVPD", "e_above_lowest_ev": 0.0000, "s2": 20.01, "homo_lumo_gap_ev": [5.72, 9.60], "total_charge": 1, "spin_multiplicity": 9, "e_homo_ev": [-9.02, -13.16], "largest_force_ev_per_a": 1.84, "e_tot_ha": -1239.84995, "symbols": ["O", "Eu", "H", "O", "O", "C", "C", "O", "O", "C", "C", "H"], "xyz": [[-0.7595, -1.1639, -1.3119], [-3.2387, -1.1521, -0.5901], [1.1887, -1.0366, -1.8916], [-2.0692, -0.9175, 4.2066], [-2.1437, -1.2210, 1.9119], [0.3532, -0.6790, -1.2673], [1.8761, 0.9646, -0.5913], [1.8710, 3.0216, -1.9749], [0.6099, 0.3279, -0.4641], [1.7937, 2.1018, -1.2762], [-2.1092, -1.0654, 3.0667], [2.6277, 0.8196, 0.1822]], "mulliken_charge": [-0.458, 0.796, 0.397, -0.270, -0.396, 0.266, -0.664, -0.256, -0.299, 0.819, 0.737, 0.328]}